C8H20INSi | ωB97M-V with the def2-TZVPD basis set

Geometry as XYZ:
```
31
C8H20INSi (ωB97M-V with the def2-TZVPD basis set)
C -0.220 2.115 -2.551
C -0.481 -0.552 -2.030
C -2.331 0.837 -2.762
C 0.005 -1.836 3.731
C 2.166 -2.038 2.426
C 1.648 1.452 0.431
C -1.075 0.950 -1.917
C 0.701 -1.797 2.364
N -1.200 1.081 -0.546
Si -0.157 1.073 0.805
I -0.278 -3.295 1.044
H 0.027 1.813 -3.540
H -0.789 3.012 -2.614
H 0.750 2.358 -2.031
H -1.137 -1.209 -1.522
H 0.553 -0.683 -1.622
H -0.620 -0.810 -3.016
H -2.883 -0.033 -2.518
H -2.899 1.706 -2.610
H -1.974 0.775 -3.830
H 0.119 -2.864 4.155
H 0.256 -1.132 4.498
H -1.046 -1.680 3.433
H 2.537 -1.236 3.114
H 2.404 -2.788 3.123
H 2.737 -2.255 1.414
H 1.831 2.159 -0.400
H 2.238 1.667 1.294
H 2.038 0.542 0.120
H -2.016 0.770 -0.182
H -0.904 1.897 1.739
```

## Properties
**Energy**: -958.59863 Eh
**Multiplicity**: 1

C8H20N2 | ωB97M-V with the def2-TZVPD basis set

Geometry as XYZ:
```
30
C8H20N2 (ωB97M-V with the def2-TZVPD basis set)
C -2.145 -2.170 -1.610
C -1.515 -1.157 -0.650
C -0.767 -0.085 -1.449
C -0.534 -1.872 0.284
C -2.605 -0.482 0.190
H -2.681 -2.944 -1.061
H -1.378 -2.655 -2.215
H -2.847 -1.680 -2.285
H 0.036 -0.529 -2.037
H -1.445 0.436 -2.125
H -0.338 0.651 -0.772
H 0.263 -2.352 -0.284
H -1.047 -2.637 0.868
H -0.088 -1.161 0.977
H -2.153 0.236 0.872
H -3.322 0.029 -0.453
H -3.159 -1.224 0.765
C 0.436 1.793 2.849
N 0.153 1.379 1.777
H 0.243 1.914 3.895
C 2.201 2.534 -0.237
N 2.152 1.555 0.838
C 2.762 0.284 0.477
H 1.849 3.492 0.136
H 3.203 2.673 -0.658
H 1.545 2.185 -1.036
H 2.460 1.942 1.805
H 3.772 0.384 0.058
H 2.816 -0.352 1.357
H 2.133 -0.186 -0.278
```

## Properties
**Energy**: -426.23253 Eh
**Multiplicity**: 1

C8H20N3P | ωB97M-V with the def2-TZVPD basis set

Geometry as XYZ:
```
32
C8H20N3P (ωB97M-V with the def2-TZVPD basis set)
C 1.134 2.031 -0.953
C 2.110 1.320 -0.081
C 0.792 1.219 -2.141
C 1.428 0.272 0.850
C 2.424 -0.586 1.618
C 0.653 -3.399 -0.488
C -3.217 1.324 -0.264
C -2.795 -0.333 1.422
N 0.736 -2.213 0.234
N 0.797 -0.252 -1.792
N -2.345 0.781 0.750
P 0.273 -0.715 -0.158
H 0.180 1.995 -0.316
H 1.275 3.025 -1.119
H 2.747 0.763 -0.709
H 2.711 2.060 0.483
H -0.229 1.523 -2.512
H 1.682 1.049 -2.828
H 0.814 0.707 1.642
H 2.708 -1.420 0.973
H 1.977 -0.957 2.550
H 3.167 0.069 1.962
H -0.495 -3.517 -0.796
H 0.843 -4.255 0.144
H 1.250 -3.557 -1.530
H -3.944 0.616 -0.768
H -3.960 2.046 0.024
H -2.694 1.832 -0.986
H -1.934 -0.569 1.916
H -3.667 0.019 2.086
H -3.141 -1.055 0.689
H 0.219 -0.864 -2.346
```

## Properties
**Energy**: -822.23146 Eh
**Multiplicity**: 1

C8H20NO6P | ωB97M-V with the def2-TZVPD basis set

Geometry as XYZ:
```
36
C8H20NO6P (ωB97M-V with the def2-TZVPD basis set)
C 1.815 -2.178 0.695
C 2.183 -1.349 -0.497
O 1.494 -1.278 -1.426
O 3.345 -0.668 -0.382
C 3.126 0.745 -0.396
C 2.260 1.245 0.746
C 1.644 2.603 0.350
C 0.415 2.889 1.218
P -1.137 1.926 0.641
C -2.658 0.863 0.188
O -2.874 0.867 -1.188
O -4.166 0.349 -1.408
H 2.671 -2.250 1.355
H 1.034 -1.704 1.271
H 1.564 -3.186 0.405
H 2.768 1.086 -1.358
H 4.103 1.195 -0.281
H 2.825 1.338 1.665
H 1.413 0.592 0.951
H 2.413 3.363 0.412
H 1.297 2.475 -0.674
H 0.256 3.965 1.236
H 0.644 2.574 2.236
H -1.252 1.349 1.950
H -1.864 3.121 0.404
H -0.406 1.319 -0.427
H -3.530 1.205 0.745
H -2.482 -0.165 0.534
H -4.281 0.414 -2.366
C -1.878 -2.676 -1.263
N -1.707 -3.964 -0.529
O -1.347 -3.906 0.632
O -1.936 -4.984 -1.147
H -1.638 -1.860 -0.592
H -1.200 -2.692 -2.111
H -2.912 -2.622 -1.589
```

## Properties
**Energy**: -1164.05928 Eh
**Multiplicity**: 1

C8H20NSi | ωB97M-V with the def2-TZVPD basis set

Geometry as XYZ:
```
30
C8H20NSi (ωB97M-V with the def2-TZVPD basis set)
C 1.013 2.099 0.819
C 0.525 0.881 0.833
C 0.599 4.213 2.219
C -1.813 -2.824 0.032
C -2.033 -2.311 -2.280
C 3.307 -0.447 0.284
C 0.082 3.318 1.253
C 0.161 -1.924 -1.207
N -1.301 -1.853 -1.032
Si 1.548 -0.734 0.588
H 2.020 2.321 0.441
H -0.540 0.669 1.201
H 1.384 4.800 1.723
H 1.039 3.738 3.061
H -0.242 4.880 2.597
H -2.955 -2.728 0.171
H -1.605 -3.835 -0.332
H -1.371 -2.528 0.961
H -2.082 -3.431 -2.405
H -3.137 -2.039 -2.089
H -1.720 -1.705 -3.140
H 3.368 0.558 0.735
H 4.039 -1.099 0.761
H 3.607 -0.490 -0.864
H -0.788 2.820 1.658
H -0.178 3.863 0.417
H 0.370 -1.560 -2.267
H 0.389 -2.970 -1.305
H -1.702 -0.881 -0.834
H 1.264 -1.817 1.702
```

## Properties
**Energy**: -660.69911 Eh
**Total charge**: +1
**Multiplicity**: 1

C8H20O2 | ωB97M-V with the def2-TZVPD basis set

Geometry as XYZ:
```
30
C8H20O2 (ωB97M-V with the def2-TZVPD basis set)
C -5.524 0.469 1.385
C -4.176 1.098 0.900
O -3.054 0.475 1.569
C -2.918 -0.944 1.302
C -1.478 -1.327 1.406
H -5.395 -0.620 1.267
H -6.437 0.775 0.847
H -5.655 0.694 2.457
H -4.098 0.882 -0.183
H -4.078 2.192 1.033
H -3.522 -1.570 1.985
H -3.160 -1.246 0.265
H -0.841 -0.670 0.789
H -1.290 -2.374 1.113
H -1.192 -1.201 2.464
C 1.278 -0.272 -0.342
C 2.358 0.573 -1.026
O 3.587 -0.153 -0.987
C 4.612 0.709 -1.587
C 5.878 -0.155 -1.950
H 1.091 -1.126 -1.014
H 0.367 0.348 -0.300
H 1.487 -0.659 0.670
H 2.081 0.839 -2.064
H 2.478 1.514 -0.457
H 4.208 1.174 -2.507
H 4.769 1.513 -0.843
H 6.559 0.622 -2.335
H 5.696 -0.892 -2.750
H 6.370 -0.667 -1.105
```

## Properties
**Energy**: -467.22355 Eh
**Multiplicity**: 1

C8H21ClI2NP2Pt | ωB97M-V with the def2-TZVPD basis set

Geometry as XYZ:
```
36
C8H21ClI2NP2Pt (ωB97M-V with the def2-TZVPD basis set)
I -2.259 -4.523 0.656
I -4.102 -2.903 -0.234
Pt 0.539 0.529 -0.498
P 0.864 2.063 1.040
C -0.040 1.946 2.591
C 2.574 2.178 1.553
H 2.461 3.001 2.178
H 0.717 4.227 1.256
H 3.190 2.293 0.678
H 0.837 3.869 -0.562
H 0.185 1.000 3.160
H 2.834 1.253 2.108
C 0.378 3.627 0.397
H 0.393 2.836 3.069
H -0.709 3.653 0.325
H -1.137 2.043 2.437
P 0.282 -1.241 -1.912
C -0.852 -2.640 -1.562
C -0.377 -0.692 -3.496
H 2.540 -1.360 -2.705
H 1.363 -2.736 -3.124
H 2.167 -2.662 -1.517
C 1.751 -2.050 -2.338
H 0.195 0.149 -3.902
H -0.311 -1.591 -4.106
H -0.610 -3.259 -2.431
H -1.878 -2.309 -1.578
H -1.421 -0.410 -3.380
H -0.641 -3.127 -0.612
Cl 2.030 1.520 -2.035
C -2.125 -0.922 2.764
C -1.800 -0.381 1.458
N -0.815 -0.111 0.849
H -2.754 -1.745 2.820
H -2.390 -0.260 3.664
H -1.077 -1.268 2.991
```

## Properties
**Energy**: -2228.56626 Eh
**Total charge**: +3
**Multiplicity**: 5

C8H21ClIO5OsP2 | ωB97M-V with the def2-TZVPD basis set

Geometry as XYZ:
```
39
C8H21ClIO5OsP2 (ωB97M-V with the def2-TZVPD basis set)
C -0.161 -0.031 -5.210
I -0.331 -0.124 -3.058
H 0.894 0.095 -5.463
H -0.749 0.813 -5.574
H -0.544 -0.968 -5.614
Os -0.322 0.013 0.540
P 0.124 2.166 0.102
C -1.440 3.078 -0.205
C 0.820 3.035 1.553
H 0.944 4.104 1.337
H 1.383 3.743 -1.299
H 1.805 2.601 1.753
H 2.245 2.202 -1.030
H -2.144 2.852 0.609
H 0.195 2.885 2.443
C 1.266 2.649 -1.243
H -1.272 4.162 -0.239
H 0.902 2.259 -2.204
H -1.882 2.748 -1.154
P 0.162 -2.168 0.382
C -1.391 -3.142 0.242
C 1.289 -2.840 -0.884
H 1.779 -2.248 2.175
H 1.054 -3.855 1.929
H 0.144 -2.566 2.780
C 0.845 -2.779 1.966
H 2.265 -2.352 -0.765
H 1.420 -3.928 -0.770
H -1.206 -4.219 0.337
H -1.853 -2.943 -0.732
H 0.889 -2.609 -1.881
H -2.086 -2.827 1.033
C -2.147 -0.043 0.029
O -3.254 -0.071 -0.370
O -1.009 -0.928 3.550
Cl 0.033 0.050 3.782
O -0.493 1.317 4.211
O 1.074 -0.441 4.647
O 0.755 0.309 2.296
```

## Properties
**Energy**: -2223.32793 Eh
**Total charge**: +3
**Multiplicity**: 5

C8H21ClIO5P2Sc | ωB97M-V with the def2-TZVPD basis set

Geometry as XYZ:
```
39
C8H21ClIO5P2Sc (ωB97M-V with the def2-TZVPD basis set)
C -0.021 -0.025 -4.746
I -0.469 -0.350 -2.598
H 1.052 0.126 -4.883
H -0.601 0.851 -5.049
H -0.380 -0.935 -5.239
Sc 0.331 0.043 0.169
P 0.149 2.665 -0.058
C -1.455 3.463 -0.340
C 0.741 3.493 1.458
H 0.739 4.590 1.336
H 1.136 4.469 -1.352
H 1.769 3.157 1.657
H 2.218 3.047 -1.224
H -2.143 3.203 0.476
H 0.134 3.185 2.323
C 1.182 3.372 -1.376
H -1.322 4.552 -0.376
H 0.847 3.007 -2.355
H -1.875 3.107 -1.287
P 0.188 -2.635 0.345
C -1.417 -3.483 0.163
C 1.200 -3.524 -0.891
H 1.716 -2.785 2.199
H 0.961 -4.375 1.924
H 0.070 -3.042 2.740
C 0.779 -3.291 1.942
H 2.226 -3.147 -0.835
H 1.212 -4.608 -0.719
H -1.304 -4.572 0.218
H -1.861 -3.228 -0.803
H 0.823 -3.319 -1.899
H -2.103 -3.155 0.952
C -1.857 -0.058 0.239
O -3.018 -0.118 0.319
O -0.417 1.389 3.882
Cl 0.053 0.066 3.596
O 1.172 -0.352 4.384
O -1.025 -0.885 3.620
O 0.572 0.099 2.088
```

## Properties
**Energy**: -2894.13824 Eh
**Total charge**: +2
**Multiplicity**: 1

C8H21FHfIO5PSSi2 | ωB97M-V with the def2-TZVPD basis set

Geometry as XYZ:
```
41
C8H21FHfIO5PSSi2 (ωB97M-V with the def2-TZVPD basis set)
C -3.486 3.336 0.539
O -2.333 3.668 -0.228
C -1.259 4.081 0.566
C -0.356 2.707 0.948
C 1.133 3.100 1.084
C 2.225 1.939 0.823
C 2.031 0.595 1.659
C 2.411 -0.671 0.719
C 1.297 -0.857 -0.422
Si 1.040 -2.785 -0.519
O -0.185 -3.376 0.547
Si -1.744 -3.390 -0.123
F -1.955 -4.716 -1.289
S -3.092 -3.854 1.506
I -2.529 -1.281 -1.115
P 0.776 -3.604 -2.556
O 0.802 -5.129 -2.471
O 2.146 -3.151 -3.421
O -0.530 -3.003 -3.405
H -3.520 3.812 1.547
H -3.626 2.218 0.621
H -4.378 3.719 -0.054
H -0.597 4.669 -0.127
H -1.573 4.659 1.467
H -0.730 2.394 1.964
H -0.578 1.963 0.150
H 1.314 3.614 2.064
H 1.341 3.877 0.280
H 3.217 2.367 1.138
H 2.307 1.747 -0.274
H 2.660 0.591 2.584
H 0.968 0.467 2.006
H 3.401 -0.435 0.260
H 2.437 -1.572 1.396
H 0.384 -0.335 -0.053
H 1.632 -0.422 -1.395
H 2.316 -3.335 -0.018
H -3.873 -2.715 1.652
H 2.039 -2.232 -3.732
H -0.337 -2.118 -3.765
Hf -1.197 -6.541 -0.551
```

## Properties
**Energy**: -2455.95700 Eh
**Total charge**: +4
**Multiplicity**: 1

C8H21I2IrO2P2 | ωB97M-V with the def2-TZVPD basis set

Geometry as XYZ:
```
36
C8H21I2IrO2P2 (ωB97M-V with the def2-TZVPD basis set)
I 4.292 -2.662 -2.726
I 1.959 -2.092 1.975
Ir 0.156 -0.209 0.228
P 1.489 1.569 0.527
C 3.337 1.211 0.608
C 1.351 2.877 -0.682
H 1.955 3.763 -0.446
H 1.693 3.155 2.358
H 0.279 3.134 -0.665
H 0.040 2.523 2.041
H 3.654 0.872 -0.356
H 1.619 2.495 -1.701
C 1.096 2.275 2.123
H 3.838 2.142 0.876
H 1.228 1.493 2.903
H 3.494 0.446 1.343
P -1.321 -1.730 -0.458
C -0.644 -3.458 -0.784
C -2.508 -1.956 0.860
H -2.691 -0.359 -1.716
H -3.009 -2.077 -2.189
H -1.529 -1.221 -2.813
C -2.230 -1.338 -1.943
H -2.931 -0.960 1.001
H -3.282 -2.685 0.610
H -1.496 -4.107 -0.986
H -0.104 -3.778 0.085
H -1.966 -2.260 1.786
H 0.006 -3.414 -1.632
C 1.529 -1.284 -0.372
O 2.376 -1.955 -0.835
C -2.368 1.950 0.138
O -1.377 1.063 0.601
H -3.005 1.533 -0.614
H -1.949 2.868 -0.237
H -2.979 2.176 1.093
```

## Properties
**Energy**: -1849.09220 Eh
**Total charge**: +3
**Multiplicity**: 6

C8H21InO10P2 | ωB97M-V with the def2-TZVPD basis set

Geometry as XYZ:
```
42
C8H21InO10P2 (ωB97M-V with the def2-TZVPD basis set)
In 0.124 0.513 -0.252
C -2.890 4.221 -1.614
C -2.139 3.049 -1.083
O -1.719 2.141 -1.924
O -1.997 2.842 0.144
H -2.915 5.029 -0.882
H -3.901 3.893 -1.854
H -2.564 4.565 -2.596
C -4.817 -2.596 2.747
O -3.877 -1.671 2.234
P -3.511 -1.793 0.681
O -2.362 -0.945 0.329
O -3.227 -3.319 0.382
C -2.964 -3.751 -0.945
O -4.811 -1.394 -0.149
C -5.294 -0.082 -0.201
H -5.014 -3.531 2.223
H -5.786 -2.127 2.919
H -4.410 -3.029 3.660
H -3.491 -4.648 -1.269
H -1.880 -3.864 -0.967
H -2.986 -2.988 -1.722
H -4.654 0.769 0.032
H -6.143 -0.048 0.482
H -5.744 0.040 -1.186
C 4.716 1.460 2.530
O 4.932 1.837 1.134
P 4.498 0.873 -0.110
O 2.990 0.643 -0.155
O 5.330 -0.505 0.090
C 4.987 -1.607 -0.691
O 5.113 1.565 -1.381
C 6.545 1.555 -1.532
H 5.659 1.657 3.040
H 4.693 0.371 2.495
H 3.892 2.001 2.995
H 5.930 -1.951 -1.116
H 4.275 -1.348 -1.474
H 4.534 -2.487 -0.235
H 6.914 2.557 -1.313
H 6.880 1.276 -2.531
H 7.085 0.821 -0.934
```

## Properties
**Energy**: -1942.55082 Eh
**Total charge**: +1
**Multiplicity**: 2

C8H21NSi | ωB97M-V with the def2-TZVPD basis set

Geometry as XYZ:
```
31
C8H21NSi (ωB97M-V with the def2-TZVPD basis set)
C 3.109 -0.146 -0.320
C 2.212 0.697 0.628
C 0.916 -0.010 1.107
C -0.321 -0.150 0.172
C -0.349 0.984 -0.866
C -0.677 2.389 -0.468
C -0.274 -1.422 -0.651
C -0.113 -2.676 0.097
N -1.614 -0.018 0.965
Si -3.128 0.020 0.212
H 4.057 -0.228 0.152
H 2.576 -0.958 -0.804
H 3.364 0.566 -1.126
H 2.857 0.834 1.551
H 1.917 1.538 0.084
H 1.308 -1.005 1.281
H 0.641 0.492 2.041
H 0.543 0.904 -1.445
H -1.287 0.678 -1.508
H -0.721 3.089 -1.316
H -1.702 2.422 -0.101
H 0.026 2.857 0.260
H 0.414 -1.144 -1.476
H -1.177 -1.509 -1.166
H 0.042 -3.685 -0.504
H -0.925 -2.918 0.797
H 0.719 -2.657 0.715
H -1.449 0.863 1.517
H -3.191 0.790 -1.038
H -3.982 0.821 1.074
H -3.791 -1.418 0.137
```

## Properties
**Energy**: -661.58918 Eh
**Multiplicity**: 1

C8H22AgN5O11 | ωB97M-V with the def2-TZVPD basis set

Geometry as XYZ:
```
47
C8H22AgN5O11 (ωB97M-V with the def2-TZVPD basis set)
Ag 0.723 -0.254 0.399
N 1.072 -0.800 5.534
O 0.197 -0.622 6.343
O 2.251 -0.819 5.845
O 0.817 -0.732 4.326
N 1.990 -1.437 -4.310
O 1.922 -0.990 -3.131
O 3.043 -1.244 -5.000
O 1.055 -2.002 -4.811
N 5.196 0.682 1.619
O 4.250 0.082 1.092
O 5.326 0.809 2.796
O 6.107 1.115 0.924
C -0.726 5.297 0.517
C -0.785 3.817 0.010
C -0.293 3.515 -1.451
O -0.881 2.271 -1.679
C -1.479 2.271 -2.979
N 0.098 3.057 0.915
H -1.476 5.840 -0.058
H 0.237 5.801 0.439
H -0.981 5.484 1.561
H -1.863 3.690 0.107
H 0.791 3.559 -1.558
H -0.783 4.331 -1.983
H -1.846 1.274 -3.224
H -0.667 2.402 -3.694
H -2.212 3.059 -3.152
H 0.872 3.702 0.976
H -0.224 3.222 1.858
C -2.401 -3.133 -1.452
C -2.314 -2.955 0.056
C -1.280 -3.884 0.624
O 0.050 -3.423 0.185
C 1.042 -4.268 0.778
N -2.026 -1.483 0.367
H -1.469 -2.944 -1.984
H -3.152 -2.396 -1.735
H -2.769 -4.105 -1.779
H -3.160 -3.298 0.651
H -1.571 -4.812 0.133
H -1.499 -4.021 1.683
H 0.783 -4.388 1.830
H 1.976 -3.733 0.605
H 1.063 -5.316 0.478
H -2.249 -1.334 1.341
H -2.753 -0.891 -0.009
```

## Properties
**Energy**: -1565.84946 Eh
**Total charge**: -1
**Multiplicity**: 2